Entry 1:
12 unconnected molecules or ions with the total composition C46H86NO16 in a non-equilibrium geometry, computed with ωB97M-V/def2-TZVPD.

XYZ file:
```
149
C46H86NO16 (ωB97M-V/def2-TZVPD)
C 4.153 -1.171 0.850
C 3.068 -0.319 0.064
O 2.143 0.166 1.064
C 0.826 0.329 0.532
C 0.759 1.807 -0.073
O 0.873 2.814 0.950
C -0.393 3.155 1.497
C -0.758 2.308 2.809
O -2.146 1.932 2.673
C -2.421 0.641 3.185
C -2.832 -0.407 2.102
C -2.410 -1.805 2.295
N -2.789 -2.754 1.367
C -3.512 -2.477 0.236
C -3.975 -1.131 -0.045
C -3.644 -0.069 0.929
C -4.196 1.352 0.628
O -4.618 2.121 1.432
O -4.227 1.710 -0.743
H 3.677 -2.123 1.218
H 5.020 -1.451 0.198
H 4.519 -0.543 1.707
H 2.601 -1.015 -0.682
H 3.641 0.511 -0.447
H 0.605 -0.433 -0.277
H 0.020 0.170 1.309
H -0.155 1.895 -0.722
H 1.644 1.901 -0.765
H -0.482 4.249 1.759
H -1.228 2.973 0.751
H -0.055 1.456 2.979
H -0.684 3.031 3.669
H -1.576 0.211 3.801
H -3.290 0.727 3.903
H -1.821 -2.131 3.181
H -2.515 -3.734 1.522
H -3.766 -3.282 -0.492
H -4.573 -0.845 -0.959
H -5.029 1.246 -1.079
C -8.668 -0.908 -3.198
C -7.887 -0.873 -1.915
O -6.707 -0.568 -1.900
C -8.619 -1.230 -0.649
H -8.016 -0.630 -4.026
H -9.048 -1.916 -3.376
H -9.495 -0.198 -3.149
H -8.997 -2.252 -0.714
H -9.444 -0.534 -0.488
H -7.934 -1.163 0.197
C -11.583 -1.484 -6.641
C -11.500 -2.559 -5.591
O -10.428 -2.949 -5.169
C -12.796 -3.133 -5.085
H -10.576 -1.165 -6.911
H -12.079 -1.873 -7.532
H -12.130 -0.623 -6.250
H -13.344 -3.594 -5.908
H -13.396 -2.345 -4.624
H -12.585 -3.896 -4.334
C -13.199 -6.835 -8.740
C -12.572 -5.631 -8.087
O -13.057 -4.524 -8.208
C -11.321 -5.855 -7.277
H -14.089 -6.526 -9.288
H -12.495 -7.287 -9.441
H -13.490 -7.562 -7.979
H -10.534 -6.263 -7.914
H -11.529 -6.538 -6.451
H -10.981 -4.904 -6.868
C -4.593 7.276 1.291
C -4.700 6.534 -0.017
O -4.775 7.124 -1.072
C -4.712 5.028 0.041
H -4.596 8.349 1.098
H -5.444 7.032 1.929
H -3.660 7.013 1.793
H -5.568 4.684 0.623
H -3.784 4.665 0.487
H -4.793 4.628 -0.970
C 8.643 -3.807 0.081
C 7.599 -2.929 0.719
O 6.412 -3.132 0.551
C 8.087 -1.789 1.572
H 8.152 -4.586 -0.504
H 9.273 -3.213 -0.585
H 9.251 -4.280 0.854
H 8.692 -1.109 0.970
H 8.672 -2.172 2.408
H 7.234 -1.240 1.966
C -5.407 -5.229 2.402
C -4.602 -5.167 3.675
O -3.429 -4.842 3.670
C -5.307 -5.524 4.954
H -4.775 -4.948 1.558
H -5.771 -6.245 2.242
H -6.246 -4.533 2.458
H -5.667 -6.553 4.905
H -6.142 -4.841 5.122
H -4.610 -5.437 5.788
C 3.074 5.708 -3.101
C 3.719 4.433 -2.620
O 4.163 3.616 -3.399
C 3.791 4.209 -1.132
H 3.093 5.734 -4.191
H 2.036 5.749 -2.767
H 3.626 6.570 -2.720
H 2.783 4.179 -0.711
H 4.374 5.004 -0.665
H 4.280 3.253 -0.933
C 7.553 2.406 3.518
C 8.180 1.125 4.002
O 8.603 0.293 3.224
C 8.262 0.916 5.492
H 7.561 2.422 2.427
H 6.521 2.468 3.861
H 8.122 3.260 3.884
H 7.259 0.912 5.923
H 8.864 1.706 5.946
H 8.735 -0.045 5.697
C 5.211 7.064 4.449
C 5.838 5.783 4.935
O 6.260 4.953 4.158
C 5.920 5.575 6.426
H 5.219 7.080 3.359
H 4.177 7.126 4.793
H 5.781 7.920 4.816
H 4.917 5.571 6.857
H 6.521 6.365 6.879
H 6.393 4.614 6.631
C 7.885 0.137 -2.154
C 7.233 1.436 -1.753
O 6.325 1.464 -0.950
C 7.752 2.700 -2.388
H 7.410 -0.686 -1.619
H 7.763 -0.025 -3.227
H 8.946 0.158 -1.895
H 7.623 2.653 -3.471
H 8.806 2.837 -2.140
H 7.189 3.552 -2.006
C 12.995 -4.530 0.308
C 12.192 -3.897 1.415
O 11.223 -4.453 1.888
C 12.639 -2.547 1.911
H 12.560 -5.496 0.053
H 12.976 -3.891 -0.577
H 14.024 -4.685 0.637
H 12.604 -1.821 1.096
H 13.653 -2.614 2.311
H 11.971 -2.213 2.705
```

* LUMO: -4.5 eV
* HOMO-LUMO gap: 0.206 Eh
* total charge: +1
* total energy: -3062.5881 a.u.
* spin multiplicity: 1

Entry 2:
A molecular structure, C26H22N5O2STi in a non-equilibrium geometry, computed with ωB97M-V/def2-TZVPD.

XYZ file:
```
57
C26H22N5O2STi (ωB97M-V/def2-TZVPD)
Ti 0.435 -0.680 -0.067
O 2.124 -0.914 -0.893
C 2.550 -1.864 -1.704
C 3.565 -1.564 -2.625
C 4.039 -2.528 -3.483
C 3.544 -3.838 -3.456
C 2.566 -4.148 -2.543
C 2.053 -3.181 -1.666
C 1.046 -3.611 -0.716
N 0.416 -2.855 0.097
C -0.564 -3.445 1.005
C -0.410 -2.763 2.355
N -0.203 -1.341 2.128
C -0.574 -0.491 2.996
C -0.255 0.931 2.905
C -0.872 1.839 3.771
C -0.530 3.175 3.770
C 0.488 3.602 2.908
C 1.134 2.721 2.066
C 0.765 1.363 2.027
O 1.367 0.538 1.210
H 3.944 -0.551 -2.646
H 4.811 -2.263 -4.195
H 3.925 -4.585 -4.138
H 2.168 -5.156 -2.493
H 0.840 -4.686 -0.711
H -1.562 -3.270 0.593
H -0.426 -4.525 1.096
H -1.263 -2.958 3.012
H 0.485 -3.163 2.840
H -1.127 -0.816 3.885
H -1.636 1.474 4.451
H -1.021 3.874 4.432
H 0.784 4.645 2.906
H 1.934 3.046 1.412
N -2.161 -0.459 0.124
C -2.476 0.919 -0.013
C -3.670 1.463 0.349
C -3.937 2.845 0.172
C -3.011 3.658 -0.399
C -1.748 3.128 -0.771
C -0.732 3.924 -1.353
C 0.477 3.381 -1.636
C 0.705 2.025 -1.296
N -0.219 1.258 -0.786
C -1.463 1.775 -0.544
H -2.867 -0.945 0.658
H -2.077 -0.889 -0.799
H -4.438 0.818 0.762
H -4.899 3.240 0.473
H -3.213 4.708 -0.566
H -0.935 4.969 -1.559
H 1.277 3.956 -2.080
H 1.678 1.570 -1.443
S 0.001 -1.068 -4.723
C -0.308 -1.125 -3.132
N -0.524 -1.163 -1.974
```

* LUMO (alpha / beta): -0.2 / -0.2 eV
* ΔE to the lowest compared entry with this formula, charge and spin: 14.99 kcal per mole
* HOMO-LUMO gap (alpha / beta): 0.255 / 0.278 Eh
* total energy: -2676.0778 a.u.
* spin multiplicity: 2

Entry 3:
A molecular structure, C42H58MnN3OP2, computed with ωB97M-V/def2-TZVPD.

XYZ file:
```
107
C42H58MnN3OP2 (ωB97M-V/def2-TZVPD)
Mn 0.297 0.009 -0.480
C -1.842 -1.949 -2.970
C -2.731 -1.866 -1.733
C -3.310 -3.248 -1.417
P -2.026 -0.966 -0.262
C -3.529 -0.059 0.343
C -3.238 0.671 1.646
C -4.794 -0.907 0.510
C -1.602 -1.962 1.189
C -2.412 -2.958 1.738
C -2.231 -3.434 3.027
C -3.099 -4.525 3.586
C -1.249 -2.821 3.802
C -0.429 -1.839 3.285
C -0.541 -1.436 1.947
N 0.272 -0.422 1.416
C 1.591 -0.215 1.901
C 2.386 -1.138 2.584
C 3.676 -0.806 2.963
C 4.240 0.433 2.668
C 5.657 0.756 3.044
C 3.454 1.342 1.969
C 2.155 1.032 1.594
P 1.054 2.065 0.590
C 2.076 3.323 -0.286
C 2.641 4.443 0.596
C 1.339 3.941 -1.476
C -0.067 2.886 1.817
C 0.629 3.304 3.116
C -0.893 4.048 1.259
H -2.432 -2.378 -3.782
H -0.976 -2.579 -2.802
H -1.491 -0.979 -3.302
H -3.567 -1.202 -1.984
H -2.559 -3.914 -1.000
H -3.671 -3.694 -2.345
H -4.153 -3.203 -0.731
H -3.735 0.672 -0.445
H -3.274 -0.019 2.491
H -3.980 1.452 1.817
H -2.251 1.123 1.648
H -4.655 -1.697 1.246
H -5.138 -1.350 -0.423
H -5.597 -0.266 0.877
H -3.211 -3.382 1.149
H -3.704 -4.984 2.806
H -3.776 -4.137 4.349
H -2.501 -5.309 4.050
H -1.126 -3.117 4.836
H 0.292 -1.363 3.932
H 2.015 -2.128 2.797
H 4.268 -1.545 3.490
H 5.939 0.267 3.975
H 5.796 1.829 3.170
H 6.355 0.421 2.274
H 3.888 2.292 1.689
H 2.906 2.722 -0.675
H 1.867 5.158 0.864
H 3.394 4.987 0.024
H 3.107 4.098 1.514
H 0.505 4.561 -1.147
H 0.959 3.201 -2.176
H 2.028 4.587 -2.022
H -0.742 2.072 2.075
H 1.348 4.106 2.956
H 1.142 2.474 3.598
H -0.128 3.679 3.808
H -0.307 4.965 1.231
H -1.741 4.231 1.921
H -1.287 3.876 0.258
C -3.931 3.016 -2.982
C -3.411 2.947 -1.699
C -2.246 2.230 -1.463
C -1.599 1.614 -2.518
C -2.106 1.679 -3.810
C -3.281 2.374 -4.032
N -0.343 0.963 -2.232
N 0.484 1.047 -3.167
C 1.774 0.638 -2.812
C 2.765 0.729 -3.786
C 4.076 0.479 -3.423
C 4.367 0.168 -2.100
C 3.365 0.066 -1.138
C 2.041 0.290 -1.484
H -4.841 3.568 -3.168
H -3.909 3.445 -0.878
H -1.841 2.144 -0.461
H -1.582 1.199 -4.624
H -3.690 2.421 -5.031
H 2.494 1.005 -4.795
H 4.868 0.543 -4.156
H 5.395 -0.005 -1.808
H 3.638 -0.185 -0.124
C 0.320 -4.117 -1.266
C 1.240 -2.896 -1.253
C 2.224 -3.078 -0.105
C 1.952 -2.778 -2.597
O 0.405 -1.757 -1.007
H 0.917 -5.031 -1.256
H -0.309 -4.148 -2.154
H -0.314 -4.112 -0.379
H 2.905 -3.903 -0.322
H 1.687 -3.314 0.815
H 2.815 -2.186 0.063
H 2.349 -3.752 -2.889
H 2.784 -2.078 -2.568
H 1.254 -2.456 -3.370
```

* LUMO (alpha / beta): -3.8 / -3.8 eV
* ΔE to the lowest compared entry with this formula, charge and spin: 14.14 kcal per mole
* HOMO-LUMO gap (alpha / beta): 0.218 / 0.222 Eh
* total charge: +1
* total energy: -3708.2156 a.u.
* spin multiplicity: 4

Entry 4:
A molecular structure, C2H2FI3 in a non-equilibrium geometry, computed with ωB97M-V/def2-TZVPD.

XYZ file:
```
8
C2H2FI3 (ωB97M-V/def2-TZVPD)
C -0.070 -0.007 -0.183
C -2.766 0.119 0.179
F -0.186 -0.291 -1.486
I -3.176 2.157 -0.082
I -3.637 -1.081 -1.285
I -2.894 -0.928 2.151
H 0.282 -0.824 0.457
H -0.105 1.001 0.119
```

* LUMO (alpha / beta): -1.5 / -1.0 eV
* ΔE to the lowest compared entry with this formula, charge and spin: 75.27 kcal per mole
* HOMO-LUMO gap (alpha / beta): 0.256 / 0.269 Eh
* total energy: -1070.1954 a.u.
* spin multiplicity: 1

Entry 5:
4 unconnected molecules or ions with the total composition CH11NO3 in a non-equilibrium geometry, computed with ωB97M-V/def2-TZVPD.

XYZ file:
```
16
CH11NO3 (ωB97M-V/def2-TZVPD)
C 0.652 -0.210 -0.144
N 1.570 -0.118 0.914
H -0.136 0.466 0.182
H 0.277 -1.201 -0.067
H 0.990 -0.014 -1.208
H 1.550 -1.038 1.502
H 2.475 -0.275 0.576
O -2.190 1.033 -1.418
H -2.106 2.025 -1.350
H -2.724 0.960 -2.192
O -2.186 -3.367 -0.442
H -2.994 -3.899 -0.357
H -2.232 -2.418 -0.199
O 2.729 2.751 1.433
H 2.265 1.920 1.595
H 2.060 3.384 1.176
```

* LUMO: 0.5 eV
* ΔE to the lowest compared entry with this formula, charge and spin: 37.99 kcal per mole
* HOMO-LUMO gap: 0.372 Eh
* structure (SMILES): CN.O.O.O
* total energy: -325.1195 a.u.
* spin multiplicity: 1

Entry 6:
2 unconnected molecules or ions with the total composition C5H12NO in a non-equilibrium geometry, computed with ωB97M-V/def2-TZVPD.

XYZ file:
```
19
C5H12NO (ωB97M-V/def2-TZVPD)
C -2.776 -1.587 0.636
C -1.479 -2.236 0.367
C -0.343 -1.419 0.753
C 0.811 -1.113 -0.036
N 0.939 0.378 -0.060
C 2.094 0.990 -0.086
H -2.618 -0.635 0.064
H -2.752 -1.544 1.761
H -3.658 -2.144 0.212
H -1.383 -2.317 -0.697
H -1.442 -3.405 0.435
H -0.560 -0.627 1.522
H 1.525 -1.683 -0.467
H 0.186 0.719 0.688
H 3.113 0.532 -0.597
H 2.143 2.146 0.115
H 1.727 4.317 -1.177
H 0.308 4.141 -0.654
O 0.875 3.756 -1.323
```

* LUMO: -5.5 eV
* ΔE to the lowest compared entry with this formula, charge and spin: 111.53 kcal per mole
* HOMO-LUMO gap: 0.283 Eh
* total charge: +1
* total energy: -327.2818 a.u.
* spin multiplicity: 1

> Which formula does entry 2 have?

C26H22N5O2STi

> Which of these has the lowest total energy?

C42H58MnN3OP2

> total energy of number 5 (CH11NO3)?

-325.1195 a.u.